{
  "formula": "C33H57N3O15",
  "method": "wB97M-V/def2-TZVPD",
  "smiles": "O=C1CCCO1.O=C1CCCO1.O=C1CCCO1.O=C1CCCO1.O=C1CCCO1.O=C1CCCO1.CNC(C)=O.CNC(C)=O.CNC(C)=O",
  "e_lumo_ha": 0.0005,
  "mol_weight_g_mol": 735.8,
  "spin_multiplicity": 1,
  "fmax_ev_per_a": 1.15,
  "charge": 0,
  "orbital_gap_ev": 9.80,
  "elements": ["C", "C", "O", "N", "C", "H", "H", "H", "H", "H", "H", "H", "C", "C", "O", "N", "C", "H", "H", "H", "H", "H", "H", "H", "C", "C", "O", "N", "C", "H", "H", "H", "H", "H", "H", "H", "O", "C", "O", "C", "C", "C", "H", "H", "H", "H", "H", "H", "O", "C", "O", "C", "C", "C", "H", "H", "H", "H", "H", "H", "O", "C", "O", "C", "C", "C", "H", "H", "H", "H", "H", "H", "O", "C", "O", "C", "C", "C", "H", "H", "H", "H", "H", "H", "O", "C", "O", "C", "C", "C", "H", "H", "H", "H", "H", "H", "O", "C", "O", "C", "C", "C", "H", "H", "H", "H", "H", "H"],
  "positions_angstrom": [[20.340, 3.699, -15.341], [20.844, 3.221, -14.014], [21.652, 2.305, -13.967], [20.436, 3.840, -12.878], [19.508, 4.940, -12.756], [19.984, 2.820, -15.883], [21.168, 4.062, -15.947], [19.525, 4.414, -15.335], [20.893, 3.518, -12.041], [19.528, 5.585, -13.627], [19.809, 5.551, -11.902], [18.488, 4.609, -12.543], [28.408, 9.358, -15.404], [27.457, 9.121, -16.554], [27.705, 8.299, -17.423], [26.269, 9.782, -16.532], [25.869, 10.854, -15.637], [29.110, 8.526, -15.407], [27.888, 9.337, -14.447], [28.995, 10.266, -15.529], [25.651, 9.652, -17.320], [26.137, 11.838, -16.038], [26.343, 10.803, -14.659], [24.788, 10.826, -15.506], [24.371, 7.993, -14.146], [23.759, 6.617, -14.229], [22.557, 6.441, -14.083], [24.625, 5.614, -14.489], [24.270, 4.196, -14.370], [24.136, 8.543, -15.064], [25.464, 8.005, -14.146], [23.995, 8.540, -13.287], [25.609, 5.818, -14.489], [23.840, 4.017, -13.385], [25.189, 3.622, -14.449], [23.557, 3.876, -15.125], [17.668, 11.445, -14.075], [18.716, 10.999, -14.434], [19.560, 11.709, -15.225], [20.720, 10.942, -15.566], [20.774, 9.812, -14.537], [19.313, 9.629, -14.154], [21.612, 11.561, -15.526], [20.594, 10.546, -16.576], [21.409, 10.107, -13.697], [21.173, 8.841, -14.839], [19.100, 9.397, -13.113], [18.788, 8.922, -14.797], [23.468, 9.296, -17.826], [22.999, 8.199, -17.646], [21.740, 8.025, -17.267], [21.332, 6.630, -17.248], [22.592, 5.821, -17.623], [23.698, 6.877, -17.785], [20.523, 6.478, -17.953], [21.036, 6.460, -16.216], [22.477, 5.189, -18.499], [22.893, 5.183, -16.790], [24.204, 6.822, -18.751], [24.506, 6.785, -17.057], [22.893, 12.488, -21.931], [23.143, 12.564, -20.764], [24.047, 13.451, -20.270], [24.174, 13.304, -18.853], [22.891, 12.614, -18.394], [22.539, 11.794, -19.625], [24.321, 14.287, -18.408], [25.080, 12.730, -18.628], [22.146, 13.383, -18.179], [23.015, 12.005, -17.501], [21.484, 11.556, -19.753], [23.011, 10.809, -19.545], [19.630, 9.910, -19.478], [19.981, 8.933, -20.070], [19.372, 7.740, -19.914], [19.892, 6.718, -20.823], [21.197, 7.315, -21.346], [21.034, 8.822, -21.156], [19.124, 6.575, -21.581], [20.027, 5.860, -20.176], [21.501, 7.072, -22.362], [22.014, 6.963, -20.704], [20.564, 9.286, -22.029], [21.950, 9.354, -20.929], [27.381, 4.956, -21.673], [27.034, 4.363, -20.701], [27.417, 3.080, -20.465], [27.037, 2.656, -19.143], [25.923, 3.595, -18.711], [26.144, 4.850, -19.568], [27.917, 2.696, -18.500], [26.748, 1.610, -19.237], [25.963, 3.845, -17.647], [24.919, 3.182, -18.828], [26.561, 5.679, -19.003], [25.222, 5.163, -20.062], [19.884, 4.103, -18.637], [20.396, 3.079, -19.002], [21.570, 3.089, -19.665], [21.994, 1.749, -20.027], [20.983, 0.778, -19.395], [19.833, 1.684, -18.927], [22.986, 1.609, -19.599], [22.060, 1.718, -21.111], [21.437, 0.237, -18.568], [20.653, 0.046, -20.129], [19.454, 1.424, -17.945], [19.020, 1.655, -19.654]],
  "forces_ev_per_a": [[-0.5, -0.4, -0.6], [0.3, 0.2, 0.4], [0.1, -0.2, 0.0], [-0.1, 0.0, -0.3], [0.0, 0.2, 0.6], [0.0, 0.0, 0.1], [0.1, 0.2, 0.2], [0.1, 0.1, 0.1], [0.0, -0.1, 0.0], [0.0, 0.0, -0.1], [0.1, 0.0, -0.1], [0.0, 0.0, -0.2], [0.3, -0.5, 0.0], [-0.4, -0.3, 0.0], [0.0, 0.0, 0.0], [0.0, 0.4, 0.3], [0.3, 0.4, -0.2], [0.0, 0.0, -0.1], [0.0, 0.3, 0.0], [-0.2, 0.2, 0.1], [0.0, -0.3, -0.2], [-0.1, -0.1, -0.1], [0.0, -0.3, 0.0], [0.0, 0.0, 0.0], [0.5, 0.3, -0.7], [-0.1, 0.2, 0.2], [0.1, -0.2, -0.1], [0.2, -0.6, -0.1], [0.1, 0.5, 0.3], [-0.4, 0.0, 0.2], [-0.1, -0.2, 0.3], [-0.1, 0.0, 0.0], [0.0, 0.2, 0.0], [-0.1, -0.1, -0.1], [0.0, -0.1, -0.1], [0.0, 0.0, 0.0], [0.0, 0.0, 0.1], [0.0, 0.1, -0.3], [0.1, 0.2, 0.1], [0.0, -0.9, -0.3], [0.2, -0.7, 0.5], [-0.2, 0.8, 0.2], [-0.1, 0.3, 0.0], [0.0, 0.1, 0.0], [-0.3, 0.1, 0.2], [0.2, 0.3, -0.6], [0.1, -0.2, 0.0], [0.1, -0.1, 0.0], [0.2, 0.2, 0.2], [0.2, -0.1, 0.0], [-0.5, 0.1, -0.4], [0.8, 0.0, 0.2], [0.6, 0.1, 0.7], [0.0, -0.4, -0.6], [-0.2, 0.2, 0.1], [-0.2, -0.2, -0.1], [-0.2, 0.1, -0.1], [-0.3, -0.1, -0.1], [-0.1, 0.2, 0.0], [-0.2, 0.1, 0.2], [0.2, 0.0, 0.0], [-0.3, 0.1, -0.1], [0.1, 0.0, -0.2], [0.3, 0.0, 0.5], [0.0, 0.2, 0.0], [-0.2, -0.6, 0.5], [-0.1, 0.1, -0.2], [-0.1, -0.2, -0.2], [-0.1, -0.1, -0.1], [0.1, 0.0, 0.0], [0.0, 0.4, -0.1], [0.3, 0.2, -0.1], [0.1, 0.1, 0.3], [0.1, 0.0, -0.3], [0.0, -0.2, 0.0], [-0.1, 1.0, 0.5], [0.8, 0.1, 0.3], [-0.5, -0.3, -0.1], [0.1, -0.2, -0.1], [0.0, -0.4, -0.4], [-0.4, -0.2, 0.0], [0.0, 0.0, 0.0], [0.2, 0.1, -0.1], [0.0, 0.1, 0.1], [-0.1, 0.1, -0.2], [0.4, 0.1, 0.4], [0.0, 0.0, 0.1], [0.1, -0.3, -0.4], [-0.4, 0.6, 0.8], [-0.5, -0.7, -0.3], [0.0, 0.2, 0.0], [-0.1, 0.0, 0.1], [0.3, -0.1, 0.0], [0.1, -0.1, -0.4], [0.2, 0.1, -0.2], [0.0, 0.2, 0.2], [0.1, -0.2, 0.2], [-0.3, 0.4, -0.1], [0.1, -0.3, 0.1], [0.1, 0.3, 0.5], [-0.1, 0.1, -0.2], [0.5, -0.4, -0.5], [0.1, 0.0, -0.2], [-0.1, -0.1, 0.0], [0.0, 0.0, 0.1], [0.0, 0.0, 0.1], [-0.1, 0.2, 0.1], [-0.2, 0.0, 0.2]],
  "lowdin_charge": [0.01, -0.55, 0.01, 0.03, -0.08, 0.08, 0.06, 0.08, 0.14, 0.07, 0.09, 0.08, -0.01, -0.55, 0.02, 0.02, -0.08, 0.08, 0.07, 0.09, 0.11, 0.08, 0.07, 0.07, 0.01, -0.55, 0.04, 0.02, -0.05, 0.06, 0.07, 0.09, 0.13, 0.09, 0.09, 0.06, 0.12, -0.48, 0.03, -0.15, -0.15, -0.07, 0.11, 0.12, 0.12, 0.09, 0.12, 0.13, 0.09, -0.49, 0.03, -0.10, -0.11, -0.06, 0.10, 0.10, 0.09, 0.08, 0.11, 0.12, 0.12, -0.47, 0.03, -0.16, -0.14, -0.09, 0.12, 0.12, 0.12, 0.09, 0.12, 0.10, 0.12, -0.50, 0.01, -0.11, -0.14, -0.06, 0.13, 0.09, 0.12, 0.11, 0.14, 0.11, 0.14, -0.48, 0.02, -0.15, -0.15, -0.07, 0.13, 0.12, 0.11, 0.10, 0.12, 0.12, 0.10, -0.48, 0.01, -0.12, -0.13, -0.06, 0.11, 0.13, 0.11, 0.11, 0.12, 0.14]
}


{
  "formula": "H30O15",
  "method": "wB97M-V/def2-TZVPD",
  "e_lumo_ha": -0.0298,
  "mol_weight_g_mol": 270.2,
  "spin_multiplicity": 1,
  "fmax_ev_per_a": 2.91,
  "charge": 0,
  "orbital_gap_ev": 9.10,
  "elements": ["O", "H", "H", "O", "H", "H", "O", "H", "H", "O", "H", "H", "O", "H", "H", "O", "H", "H", "O", "H", "H", "O", "H", "H", "O", "H", "H", "O", "H", "H", "O", "H", "H", "O", "H", "H", "O", "H", "H", "O", "H", "H", "O", "H", "H"],
  "positions_angstrom": [[4.496, -10.290, 12.779], [3.835, -10.966, 12.631], [4.761, -10.448, 13.698], [1.505, -14.944, 14.486], [1.056, -15.781, 14.448], [1.452, -14.637, 15.407], [4.678, -10.720, 15.337], [3.942, -10.233, 15.583], [4.509, -11.576, 15.718], [3.648, -11.620, 9.864], [4.077, -10.913, 9.395], [4.322, -12.032, 10.435], [3.057, -12.843, 12.786], [3.486, -13.290, 13.515], [2.190, -12.606, 13.099], [2.958, -16.201, 12.345], [2.647, -15.951, 13.219], [2.700, -15.469, 11.761], [5.622, -13.734, 13.655], [6.060, -14.563, 13.495], [6.264, -13.185, 14.042], [4.132, -15.962, 15.073], [3.496, -15.188, 15.074], [4.883, -15.510, 14.715], [1.761, -14.284, 10.880], [2.457, -13.728, 11.235], [2.071, -14.564, 10.018], [0.738, -11.615, 13.402], [0.999, -11.088, 12.623], [-0.161, -11.413, 13.625], [1.772, -10.144, 11.138], [2.255, -9.433, 10.808], [2.456, -10.850, 10.959], [-0.386, -12.401, 10.906], [0.332, -13.017, 10.677], [-0.482, -12.334, 11.871], [-0.872, -14.587, 13.477], [0.001, -14.492, 13.835], [-1.537, -14.455, 14.095], [5.830, -13.060, 11.089], [5.291, -13.700, 10.604], [5.539, -13.215, 12.028], [3.641, -13.237, 16.068], [3.799, -13.560, 16.924], [2.705, -12.982, 16.128]],
  "forces_ev_per_a": [[0.4, 0.4, -0.4], [-0.2, -0.3, -0.1], [0.0, 0.1, -0.2], [0.6, 1.1, 0.8], [-0.3, -0.9, 0.1], [-0.1, -0.4, -0.4], [2.3, -0.9, -0.1], [-2.2, 1.8, 0.6], [0.0, -0.9, 0.1], [-0.4, -0.8, 0.4], [0.4, 0.4, -0.2], [0.4, 0.4, -0.1], [0.8, 0.0, -0.6], [0.4, -0.2, 0.2], [-1.1, 0.2, 0.4], [0.5, -0.2, -0.2], [0.3, 0.0, -0.2], [-0.4, -0.4, 0.4], [-1.6, -0.9, -0.2], [0.4, -0.6, -0.3], [1.4, 1.4, 0.9], [-1.6, 1.2, 0.5], [0.9, -1.5, 0.1], [0.8, 0.1, -0.2], [-0.3, -0.3, -0.5], [0.3, 0.7, 0.4], [-0.1, 0.0, -0.4], [0.9, -0.2, 0.3], [-0.3, 0.5, -0.1], [-0.6, 0.3, 0.1], [-0.2, -2.8, 0.8], [1.0, 2.4, -0.6], [-1.0, 0.4, -0.2], [-0.4, 0.3, -0.2], [-0.4, 0.1, 0.7], [0.4, -0.8, -0.9], [0.4, -0.6, -2.7], [0.4, 0.5, 0.4], [-1.6, 0.4, 1.9], [-0.9, -0.3, 0.4], [0.4, -0.1, -0.1], [0.4, 0.4, -0.9], [-1.3, 0.8, -1.5], [0.8, -1.0, 1.9], [0.3, 0.3, -0.3]],
  "lowdin_charge": [-0.08, -0.03, -0.03, -0.04, 0.08, 0.08, 0.00, 0.03, 0.01, -0.04, 0.06, 0.01, -0.03, 0.02, 0.00, -0.07, -0.03, -0.02, 0.00, 0.08, 0.06, -0.06, 0.00, -0.01, -0.04, 0.01, 0.08, -0.06, 0.02, 0.05, -0.05, 0.01, 0.01, -0.08, 0.00, 0.00, -0.01, -0.04, 0.00, -0.07, 0.05, 0.00, -0.01, 0.05, 0.08]
}


{
  "formula": "C3H3I3",
  "method": "wB97M-V/def2-TZVPD",
  "e_lumo_ha": [-0.0630, -0.0630],
  "mol_weight_g_mol": 419.8,
  "spin_multiplicity": 1,
  "fmax_ev_per_a": 4.76,
  "charge": 0,
  "orbital_gap_ev": [5.81, 5.81],
  "elements": ["C", "C", "C", "I", "I", "I", "H", "H", "H"],
  "positions_angstrom": [[0.066, -0.445, 0.103], [2.209, 1.560, 0.443], [-1.187, -0.036, -0.504], [0.143, -2.352, 1.099], [3.036, -0.043, -0.598], [0.617, 1.078, 1.631], [-1.937, -0.882, -0.986], [-1.043, 0.671, -1.352], [-1.903, 0.449, 0.164]],
  "forces_ev_per_a": [[1.1, -1.2, 0.3], [1.7, 0.4, -0.4], [-4.1, -1.1, -2.1], [-0.4, 0.0, -0.2], [-0.6, 0.6, 0.4], [-0.3, 0.0, 0.1], [2.3, 1.5, 1.3], [0.3, -0.3, 0.5], [0.0, 0.1, 0.1]],
  "lowdin_charge": [-1.24, -1.07, -0.40, 0.59, 0.77, 1.11, 0.13, 0.07, 0.04]
}


{
  "formula": "C2H2ClN3O2",
  "method": "wB97M-V/def2-TZVPD",
  "smiles": "O/N=c1\\o[nH]nc1Cl",
  "e_lumo_ha": -0.0011,
  "mol_weight_g_mol": 135.5,
  "spin_multiplicity": 1,
  "fmax_ev_per_a": 3.41,
  "charge": 0,
  "orbital_gap_ev": 9.20,
  "elements": ["C", "C", "H", "H", "N", "N", "N", "O", "O", "Cl"],
  "positions_angstrom": [[-0.099, -0.429, -0.118], [1.269, -0.109, -0.140], [-2.395, -0.787, 0.238], [0.199, 2.284, 0.738], [-0.552, -1.628, -0.171], [0.202, 1.783, -0.209], [1.534, 1.151, -0.179], [-1.908, -1.646, -0.104], [-0.751, 0.683, -0.012], [2.500, -1.301, -0.042]],
  "forces_ev_per_a": [[0.4, -3.0, -0.1], [3.3, 0.9, -0.1], [2.0, -1.9, -1.0], [-0.3, -0.7, -1.6], [0.2, 1.8, 0.3], [1.6, -0.1, 1.6], [-2.2, -0.7, 0.1], [-2.9, 0.9, 0.8], [-1.8, 2.5, 0.2], [-0.3, 0.4, -0.2]],
  "lowdin_charge": [-0.49, -0.71, 0.16, 0.16, 0.05, 0.05, 0.09, -0.07, 0.01, 0.74]
}